DFT (ωB97M-V/def2-TZVPD) results for 2 unconnected molecules or ions with the total composition C4H6O2.

DFT total energy ... -306.29198 a.u.
E_HOMO (alpha / beta) ... -8.0 / -8.0 eV
Multiplicity ... 1
E_LUMO (alpha / beta) ... 0.071 / 0.071 eV

Last column: Mulliken charge in e.
Geometry (Å):
O  0.2568  -0.1253  -1.7281  -0.529
O  -1.3705  -2.0658  0.5027  -0.278
C  -0.7202  1.3718  0.1472  -0.450
C  -0.2914  0.0061  -0.4642  0.075
C  -0.8975  -1.1181  0.0466  0.679
C  0.4657  0.7016  0.6669  -0.704
H  1.6823  -1.0339  0.4548  -0.074
H  -1.6530  1.4839  0.7020  0.301
H  1.5000  -1.7574  0.3723  0.121
H  1.2091  0.0062  -1.5772  0.429
H  0.3333  0.2322  1.6489  0.207
H  -0.5845  2.1044  -0.6493  0.224